1.
Here is a 13-piece molecular cluster, C118H113FN4O19 overall at a distorted geometry from OMol25. Energies are from the ωB97M-V functional and the def2-TZVPD basis.

Last column: Löwdin charge in e.
Element x y z (Å)
C 26.66686 25.78062 14.86174  0.010
H 13.65900 16.81810 13.35757  0.151
H 20.01399 11.95800 16.90928  0.119
H 17.42831 17.74616 22.74043  0.134
N 20.64469 19.95125 15.20967  -0.343
H 14.95239 16.26479 18.91441  0.091
H 13.82298 17.56034 15.06328  0.143
C 21.93762 25.19375 15.61029  -0.246
C 18.82504 22.20278 9.56486  -0.036
H 15.14263 17.98267 20.50799  0.141
H 15.64756 18.11987 22.98424  0.116
H 23.84534 20.58271 12.79157  0.106
C 20.41411 20.75893 13.96541  0.034
C 11.96064 25.57177 17.59892  -0.054
C 27.82925 18.56505 10.39927  0.007
O 19.77084 17.23625 17.70563  -0.035
C 25.36004 23.79946 14.86638  -0.107
C 15.95285 16.62172 19.05692  -0.465
C 14.32122 24.74583 14.68306  -0.041
H 16.47075 12.63085 17.62743  0.127
H 20.96137 20.25352 17.23740  0.103
H 23.78049 20.36964 10.43577  0.102
C 13.97800 25.38392 18.85575  -0.096
C 22.05487 25.86725 21.45097  -0.015
H 19.88781 14.65990 16.13615  0.115
C 19.01437 11.91307 16.40616  0.014
C 25.97106 22.91625 10.70784  -0.013
H 14.21414 19.13652 12.62268  0.095
H 17.41566 23.44446 19.35626  0.093
C 28.14313 19.30069 9.24701  -0.057
C 17.74681 21.44951 9.03123  -0.059
C 21.75814 17.88018 14.19416  -0.247
H 17.89474 15.59172 21.38427  0.082
C 21.10781 26.53655 22.12970  -0.102
C 28.19601 21.25794 12.96469  -0.289
C 15.11457 24.63878 19.32942  -0.307
H 18.52600 11.15011 16.99384  0.104
C 15.94720 12.53263 9.47429  -0.088
C 16.56464 21.23778 9.63770  -0.001
C 28.47124 20.64972 9.32308  -0.053
H 21.37386 18.15161 13.19328  0.128
C 16.90220 15.25823 21.41714  0.004
C 12.97638 24.78366 18.08145  -0.076
C 16.04910 17.36489 20.37475  -0.098
H 24.45589 27.73221 12.73584  0.121
H 21.56586 23.82380 13.23130  0.092
O 17.84234 9.99462 11.21045  0.080
H 20.47543 19.81274 20.90538  0.107
C 14.85180 21.47290 17.27067  -0.010
N 18.39325 13.23280 16.73581  -0.319
C 27.23944 18.50097 12.80137  -0.289
H 12.74881 22.22534 13.05162  0.125
H 26.55849 17.59261 15.19239  0.124
H 20.40563 26.95544 19.59542  0.124
C 14.88018 12.66861 8.60193  0.006
H 20.58813 25.08859 17.85160  0.129
C 27.72073 20.56306 14.16189  -0.097
H 26.68725 23.46321 10.09101  0.137
H 18.04620 21.22222 18.24882  0.095
C 11.89377 26.90485 17.83681  -0.035
H 18.48903 12.81595 18.71804  0.116
C 14.75690 10.28539 8.33830  -0.078
N 15.61510 17.11842 13.96733  -0.301
H 16.37983 16.58259 23.66816  0.112
O 24.11298 21.80331 14.86103  0.085
C 14.56318 22.70534 17.80542  -0.086
C 17.39834 22.63484 11.38440  -0.116
C 16.19580 12.54088 15.45395  -0.211
C 13.73624 18.85661 13.55922  -0.257
C 21.68125 24.55300 21.00085  -0.083
C 23.72339 21.58229 19.63612  0.015
C 22.70510 23.80328 20.19461  -0.242
H 12.31939 24.02974 14.79456  0.110
H 21.37408 21.35463 13.84996  0.120
H 17.91440 21.00247 8.04507  0.119
C 15.80539 23.68397 13.07508  -0.096
C 24.79026 22.56616 14.22773  -0.281
C 28.09704 20.60873 11.67748  -0.107
C 19.80212 26.07476 22.27719  -0.045
H 16.89184 16.02795 12.67419  0.081
C 18.71178 14.67525 10.91964  -0.002
H 16.59543 18.78959 14.87042  0.108
C 18.83151 14.40348 15.80475  0.012
H 19.54451 21.38245 14.05316  0.090
C 23.60440 20.21643 19.65274  -0.042
C 20.47699 13.25269 11.53440  -0.067
H 14.37030 9.42454 7.76717  0.125
C 19.42334 24.80410 21.77913  0.013
H 14.49983 27.24027 19.98081  0.132
H 20.60031 15.48694 11.51675  0.135
C 16.43652 21.89315 10.86830  -0.097
H 16.87318 14.57802 22.29856  0.119
O 28.75066 22.35975 13.06318  0.095
H 12.66816 18.83897 13.41638  0.142
H 28.16729 22.22154 15.28350  0.126
O 14.32113 20.87437 11.51560  0.095
H 25.28599 21.84598 9.04513  0.127
C 16.78722 22.92368 18.68707  0.012
H 26.99014 18.70415 17.52687  0.115
C 20.42722 24.00733 21.21899  -0.086
C 28.61239 21.25536 10.57860  -0.005
H 15.77728 20.61548 9.26518  0.124
H 19.86936 13.81290 17.95108  0.107
H 13.88615 16.67597 21.76944  0.110
C 17.18126 23.40084 12.65147  -0.273
C 22.69649 24.96276 11.88082  -0.082
H 27.38087 26.43249 14.40192  0.126
H 12.82334 28.53359 19.06203  0.123
O 16.66586 13.22058 14.28541  -0.077
C 26.48606 24.38725 12.72373  -0.284
O 16.02796 14.75910 10.23412  0.082
H 18.64785 14.20517 14.75899  0.076
H 21.89257 21.36919 16.27991  0.090
H 15.71523 17.05689 11.86030  0.127
H 16.35577 18.92269 13.06163  0.117
H 24.46741 19.63060 19.37518  0.105
H 21.32511 27.52975 22.54057  0.124
H 17.47562 17.76950 13.71104  0.042
N 15.97126 16.46306 21.61326  -0.344
H 16.67273 12.49576 13.64440  0.098
C 22.61287 22.31731 20.11588  -0.062
C 15.47964 23.38538 18.57492  -0.070
O 15.82737 25.00689 20.22195  0.123
C 23.43212 27.61909 15.15276  -0.281
C 19.40358 19.29965 15.49881  -0.047
H 18.25549 15.66745 10.70882  0.132
H 14.62877 15.40617 22.78049  0.086
C 20.92773 20.88682 16.34312  0.009
C 12.92422 27.52490 18.61087  -0.040
C 13.53678 22.94751 13.26524  -0.018
C 21.93333 28.14944 18.55597  -0.042
H 11.19744 25.04191 17.04358  0.123
H 14.28072 25.46676 15.49947  0.109
O 18.10699 23.66142 13.40704  0.100
C 20.21103 22.53887 20.84654  -0.249
C 27.28845 19.23374 14.13730  -0.085
H 16.53981 11.49925 15.32426  0.124
H 23.94864 26.31071 10.75160  0.127
C 20.02414 14.52820 11.34022  -0.053
H 21.47600 13.11389 11.87712  0.105
C 17.10315 21.72596 18.10417  -0.059
C 15.57170 24.65321 14.05923  0.019
C 21.83709 19.01824 15.15584  -0.078
H 23.33571 29.17714 17.28164  0.138
H 19.39061 23.55020 11.07857  0.119
C 21.16230 26.02237 17.78989  -0.009
H 27.56122 21.16026 17.55060  0.130
H 15.96112 16.61605 16.00191  0.099
O 27.28759 25.08751 12.17715  0.138
H 24.36522 23.31790 16.55845  0.103
C 23.81542 26.87929 12.79769  0.022
C 14.27719 11.54832 8.02545  -0.038
C 26.34592 25.97576 16.14564  -0.061
C 23.15729 26.64733 14.02241  -0.082
H 20.17141 16.61487 14.32199  -0.029
H 15.34738 15.31539 14.96618  0.114
C 18.60588 22.90133 10.71603  0.005
H 16.09753 9.08402 9.50906  0.132
C 16.36967 17.29616 22.80868  -0.005
H 14.15802 20.81463 16.87776  0.086
H 22.79650 17.55822 14.04048  0.129
C 24.94292 22.34765 12.77706  -0.106
C 16.02817 16.15511 15.03011  0.002
H 11.04961 27.43200 17.42118  0.112
H 13.77897 20.63973 14.36559  0.060
O 14.11819 19.77258 14.55787  -0.047
H 20.33318 20.10145 13.08661  0.108
H 19.06004 26.75981 22.72115  0.120
C 27.77146 21.21287 15.38598  0.000
O 21.52271 24.05194 15.85386  0.061
O 24.11910 28.60004 15.02225  0.128
O 21.02185 16.84353 14.77636  -0.112
H 19.21850 17.37298 18.45533  0.019
C 15.75654 10.09391 9.24078  0.014
H 22.60181 24.30219 11.03615  0.109
H 20.03252 11.11366 11.60264  0.117
C 21.32577 20.31072 20.50299  -0.015
H 25.12201 25.38130 17.83988  0.113
C 16.73910 13.18392 16.74081  -0.009
H 18.22508 15.31095 16.07936  0.090
H 19.05557 11.77150 15.33574  0.105
C 25.15056 21.94538 10.13238  -0.069
H 28.27808 18.76326 8.26908  0.128
H 24.61461 21.97605 19.24272  0.107
C 24.32972 21.30780 12.18915  -0.020
H 22.63595 19.61248 14.88647  0.090
C 14.15604 17.55228 14.03314  -0.096
C 16.56320 13.66457 10.19528  -0.290
H 16.63946 14.76591 20.48186  0.082
C 19.76177 12.10022 11.32811  0.000
C 18.46955 12.25332 10.90488  -0.103
F 18.90758 16.45731 13.69206  -0.432
H 22.10042 28.94072 19.27763  0.116
C 22.45002 19.60274 20.19895  -0.057
C 17.91942 13.53410 10.70946  -0.091
H 16.45728 14.22358 16.82902  0.084
H 19.48424 18.56946 16.25986  0.060
H 16.31468 25.33482 14.45830  0.125
C 15.83270 16.31847 12.68590  0.004
H 20.16101 16.35982 17.82251  0.043
C 18.78533 13.66492 18.07716  -0.052
C 26.91912 18.62800 15.30770  -0.001
O 26.73471 17.41834 12.75890  0.119
H 22.41807 18.55547 20.24934  0.090
C 27.68386 19.24936 11.60756  -0.066
C 21.07483 27.04780 18.67801  -0.057
C 13.88005 26.75022 19.21786  0.002
C 16.55216 18.24954 13.90572  -0.013
H 17.04380 16.07705 14.91676  0.030
H 15.11684 12.42709 15.48135  0.125
C 13.25929 23.94317 14.22363  -0.027
H 19.24431 18.64766 14.60546  0.102
H 13.40224 11.54729 7.38200  0.115
H 18.35264 24.53821 21.72810  0.121
C 17.59026 11.07801 10.65146  -0.268
H 18.16786 14.51754 18.38090  0.050
C 24.32183 21.17413 10.82568  -0.062
H 26.65142 26.87457 16.66136  0.121
H 20.09670 21.59804 16.40996  0.109
C 27.45528 20.58133 16.58956  -0.071
C 21.97230 26.21389 16.66822  -0.090
C 27.09963 19.26470 16.57370  -0.059
C 15.08155 21.79216 11.60358  -0.224
H 28.75373 21.16025 8.37681  0.124
C 16.44466 11.24617 9.74120  -0.068
O 19.10403 22.01972 20.84962  0.084
C 25.81672 23.18320 12.03582  -0.070
O 23.59666 24.49762 19.66904  0.077
H 15.87186 17.48394 18.31059  0.106
C 26.15089 24.66381 14.14828  -0.064
H 16.37923 19.94295 17.17851  0.099
C 14.61213 15.87015 21.84152  0.009
C 16.11622 20.97719 17.48126  -0.068
H 14.31196 13.56855 8.67944  0.114
O 12.22418 22.62494 17.22111  0.089
H 27.63704 17.50610 10.31984  0.119
H 21.83383 18.61591 16.17762  0.146
H 23.02650 26.28489 21.31140  0.122
C 14.76270 22.89846 12.62602  -0.079
O 16.85920 15.69963 18.73294  -0.322
H 17.00547 17.84229 20.38906  0.118
C 22.41634 25.52652 14.21533  -0.064
H 14.31707 15.15008 21.07043  0.117
C 23.54273 26.03496 11.73504  -0.054
H 18.57136 19.97625 15.71059  0.106
H 15.15391 15.47460 12.64095  0.102
C 22.67621 28.30414 17.42498  -0.015
H 29.11309 22.21072 10.75061  0.138
C 22.67974 27.38887 16.40003  -0.087
C 25.06028 24.01248 16.17459  -0.032
H 19.79510 22.24310 9.10122  0.109
C 25.49156 25.11360 16.83371  -0.031
C 13.15264 23.28891 17.67172  -0.225
C 22.13937 24.69908 13.08338  0.002
C 21.39506 21.71827 20.46315  -0.076

The multiplicity is 1. The total charge is +2. The orbital gap comes out at 7.7243 eV.

=====

2.
Here is C11H10Br22F3N5O3P as an isolated structure at a distorted geometry from OMol25. Energies are from the ωB97M-V functional and the def2-TZVPD basis.

Last column: natural (NBO) charge in e.
Element x y z (Å)
Br -6.85900 2.43130 2.30151  0.105
F 0.17541 5.35845 5.20214  -0.302
H 3.96579 4.55958 -9.45092  0.232
N -0.76356 3.04322 3.46908  -0.078
Br 5.49896 -9.34138 2.32819  0.094
Br 0.24193 -0.23232 -7.31577  0.076
C -0.20762 3.60693 -3.89985  -0.506
H -5.93279 0.28331 1.43246  0.231
Br 3.17742 -4.92595 4.09491  0.100
N -1.35286 3.37086 4.68004  -0.345
Br 1.94769 -1.31277 -9.82716  0.092
Br -2.14767 3.52462 -3.78260  0.099
F -3.25428 2.40826 6.12556  -0.302
C 5.67759 -7.86874 3.58650  -0.495
Br 4.53681 -8.10529 5.14429  0.086
C 1.67222 -4.83315 2.86621  -0.491
C 0.19577 -1.22856 -8.98590  -0.489
F -0.48874 4.10826 -0.58906  -0.146
H 0.92970 2.51690 -0.59275  0.466
Br 0.61704 1.90009 -3.46330  0.060
C 3.23326 4.05535 -8.81203  -0.490
Br -0.20470 -6.89908 -1.06963  0.093
Br 1.63735 5.16735 -8.79071  0.087
Br 7.53274 -7.56535 4.08720  0.095
Br 2.89090 2.31286 -9.60628  0.100
H -1.45209 -6.71042 1.08337  0.226
N 0.23555 3.07625 -0.03566  -0.174
O -3.68627 2.86487 3.79138  -0.441
C -1.20099 4.86988 4.81522  0.924
H -0.46050 -0.67843 -9.66832  0.230
C 0.27095 1.91083 3.49506  0.130
Br -7.20047 1.03345 -0.58188  0.113
C 0.04082 2.83057 1.30144  0.566
H 0.37267 0.78512 7.23521  0.538
Br 0.05832 -1.29489 4.81019  -0.131
Br -4.27068 1.87329 0.46487  0.043
Br 1.71828 -3.21606 1.78583  0.080
H 1.76813 -5.67991 2.17858  0.232
C -6.04949 1.26838 0.96873  -0.486
O 0.24361 1.45151 6.47410  -0.970
O -2.18453 5.77674 4.57604  -0.445
C -1.63424 -6.27770 0.09412  -0.494
Br 4.03166 3.90109 -7.04488  0.083
Br -0.58108 -2.99676 -8.75285  0.096
P 0.89405 0.84115 4.97326  1.075
H 0.12803 4.32638 -3.14569  0.216
C -2.79036 2.91076 4.78053  0.939
H 5.33335 -6.96532 3.07235  0.223
N -0.92136 3.61716 2.19908  -0.417
Br -3.37514 -6.91643 -0.49344  0.102
Br -0.02833 -5.03971 3.78788  0.084
H -1.56093 4.42724 1.93872  0.502
Br -1.60627 -4.34414 0.30603  0.073
Br 0.38537 4.27655 -5.62728  0.130
N 0.80259 1.74382 2.08586  -0.415

The multiplicity is 1. The total charge is +1. The orbital gap comes out at 6.1716 eV.

=====

3.
Here is C11H10Br2F6GaNO9S2 as an isolated structure at a distorted geometry from OMol25. Energies are from the ωB97M-V functional and the def2-TZVPD basis.

Last column: natural (NBO) charge in e.
Element x y z (Å)
H 2.88134 2.47716 -0.19528  0.240
H -1.98670 -3.14501 -2.20208  0.240
H -3.23224 -4.76864 -0.34750  0.223
Ga -0.21576 -0.74438 -1.22861  1.878
O -4.10585 -0.39104 -1.66293  -0.564
S 0.85164 -1.25726 -4.08608  2.234
N 2.00714 -0.36961 -3.47615  -1.186
F -0.34286 1.07258 -4.01064  -0.292
H -2.91721 -2.14499 1.73155  0.252
C -1.46918 -4.30416 0.90741  -0.431
F -1.41987 -0.46707 -5.09916  -0.281
O -2.31929 0.30315 1.85761  -0.573
Br 2.20965 1.04951 1.68823  0.115
H -2.12623 -4.46979 1.75851  0.224
H -3.95023 -2.48240 -0.36812  0.253
F 4.84731 -2.17745 -1.84198  -0.289
C -3.03896 -0.86489 -1.37258  0.808
C 1.94596 2.34285 0.32706  -0.498
O 1.69488 -1.15481 -1.07743  -1.006
H -1.69689 -5.28942 -1.04559  0.225
C -1.03780 -2.84317 0.80402  0.103
Br 0.61526 1.94796 -1.10895  0.134
C -2.93637 -2.10918 -0.48163  -0.342
O 3.61973 0.24060 -1.70799  -0.871
F 0.31764 0.47104 -5.97398  -0.290
H 1.58301 3.24764 0.79506  0.237
C -0.23409 0.04729 -4.84864  0.761
O 1.24022 -2.13189 -5.12941  -0.862
C -2.17989 -4.51364 -0.45424  -0.416
C -1.99339 -3.14637 -1.11614  0.084
F 3.74405 -2.58779 -3.65574  -0.293
H -0.59557 -4.94657 1.00179  0.225
C -2.24601 -1.89965 0.91287  -0.359
O 0.09092 -1.88230 -2.99028  -0.975
O -0.60241 -0.19729 0.52991  -0.930
O -1.89992 -0.39426 -1.87174  -0.931
O -0.70100 -2.73015 -0.60216  -0.592
C 3.64186 -2.32286 -2.36304  0.751
F 3.01733 -3.32684 -1.75825  -0.296
C -1.74073 -0.47421 1.14205  0.808
H -0.18639 -2.55480 1.41288  0.235
S 2.67423 -0.73333 -2.11756  2.245

The multiplicity is 1. The orbital gap comes out at 9.6043 eV.